An isolated ion of composition C3H3N2O2 and charge -1 in a non-equilibrium geometry. Source: the Open Molecules 2025 dataset; level of theory: ωB97M-V/def2-TZVPD.

Results
Gap between HOMO and LUMO in eV: 6.547
HOMO in eV: -2.272
Net charge: -1
LUMO level in eV: 4.28

Structure (XYZ):
```
10
Properties=species:S:1:pos:R:3:mulliken_charge:R:1
C 1.61 -0.52 -0.03 -0.711
C 3.96 -0.20 0.00 0.418
C 2.79 0.43 -0.01 0.562
N -0.79 -0.10 -0.03 -0.865
N 0.57 0.31 -0.02 0.160
O 4.93 -0.92 0.01 -0.532
O 2.59 1.72 0.00 -0.947
H -0.93 -0.74 -0.81 0.282
H -0.98 -0.63 0.82 0.263
H 0.75 1.33 0.00 0.370
```